Entry 1:
The following is a quantum chemistry calculation of a molecular structure, C21H36BeBrN6OS2 at a distorted geometry, from the Open Molecules 2025 dataset.

```
68
C21H36BeBrN6OS2, DFT ωB97M-V/def2-TZVPD
Be 0.260 -0.255 -0.328
C 4.625 -0.734 -1.016
N 4.095 0.473 -0.456
C 4.740 1.761 -0.653
C 3.862 2.721 0.172
N 2.936 1.816 0.823
C 3.061 0.565 0.372
S 2.099 -0.728 0.851
H 4.546 -0.713 -2.103
H 4.047 -1.571 -0.628
H 5.673 -0.855 -0.736
H 4.756 2.020 -1.716
H 5.771 1.709 -0.290
H 3.319 3.427 -0.462
H 4.437 3.283 0.914
H 2.148 2.144 1.353
C -0.125 -3.752 0.019
N -1.206 -3.276 0.853
C -2.009 -4.298 1.501
C -3.375 -3.739 1.861
C -3.165 -2.469 2.665
N -2.330 -1.552 1.918
C -2.438 -0.161 2.289
C -1.429 -1.967 1.012
O -0.823 -1.123 0.298
H -0.497 -4.062 -0.959
H 0.352 -4.599 0.509
H 0.614 -2.967 -0.111
H -1.491 -4.669 2.393
H -2.118 -5.125 0.795
H -3.946 -4.462 2.439
H -3.928 -3.512 0.949
H -2.710 -2.703 3.634
H -4.117 -1.967 2.846
H -3.419 0.228 2.013
H -1.669 0.413 1.782
H -2.297 -0.063 3.368
Br 3.294 -0.487 -6.079
C 2.254 -0.383 -4.469
C 1.656 -1.523 -3.966
C 0.960 -1.456 -2.771
C 0.806 -0.274 -2.035
C 1.410 0.851 -2.616
C 2.128 0.820 -3.799
H 1.756 -2.461 -4.489
H 0.537 -2.373 -2.389
H 1.323 1.807 -2.113
H 2.593 1.717 -4.182
C -2.810 3.245 -3.484
C -3.018 1.951 -2.699
N -1.937 1.705 -1.760
C -1.726 2.204 -0.549
S -0.249 1.864 0.241
N -2.549 2.972 0.168
C -3.872 3.528 -0.058
C -4.970 2.597 0.450
H -3.662 3.430 -4.132
H -1.917 3.170 -4.099
H -2.687 4.094 -2.818
H -3.033 1.109 -3.394
H -3.969 1.972 -2.165
H -1.148 1.179 -2.126
H -2.175 3.153 1.092
H -4.021 3.763 -1.110
H -3.909 4.467 0.501
H -4.928 1.632 -0.054
H -5.945 3.040 0.270
H -4.861 2.439 1.520
```

LUMO energy, eV: -1.8
Total charge: +1
E_HOMO, eV: -10.5
HOMO-LUMO gap, eV: 8.69

=====

Entry 2:
The following is a quantum chemistry calculation of a molecular structure, C21H36BiCl3N2O4Si at a distorted geometry, from the Open Molecules 2025 dataset.

```
68
C21H36BiCl3N2O4Si, DFT ωB97M-V/def2-TZVPD
C 0.200 4.483 1.283
C 1.144 3.407 1.694
H 0.245 5.314 1.983
H -0.804 4.083 1.239
H 0.385 4.827 0.264
C 1.902 3.473 2.798
C 1.780 4.491 3.890
H 2.661 2.703 2.956
H 0.774 4.582 4.326
H 2.104 5.479 3.537
H 2.449 4.191 4.708
Bi 1.514 -1.135 -2.952
Cl 2.665 -3.061 -3.872
Cl -1.690 -0.195 -0.263
H -1.252 -6.265 -3.284
H -0.256 -5.668 -5.136
C -1.678 -5.299 -2.966
C -0.609 -4.625 -5.132
N -1.078 -4.251 -3.800
H -1.464 -5.108 -1.907
C -1.031 -2.955 -3.443
O -1.035 -2.548 -2.259
H 0.221 -3.997 -5.482
H -0.985 -2.269 -4.332
H -2.777 -5.314 -3.078
H -1.395 -4.518 -5.900
H -1.708 0.896 2.873
H 1.040 0.623 4.119
C -1.748 0.028 3.536
C 0.496 -0.255 4.489
N -0.512 -0.706 3.565
H -2.564 -0.624 3.243
C -0.253 -1.725 2.707
O -1.000 -2.062 1.791
H 1.231 -1.046 4.682
H 0.691 -2.267 2.946
H -1.938 0.382 4.544
H 0.015 0.022 5.431
O -0.146 1.906 0.653
C 1.187 2.189 0.747
C 2.146 -0.107 1.449
C 2.314 1.168 0.949
H 1.129 -0.401 1.689
C 3.240 -0.881 1.805
H 1.557 2.637 -0.209
C 3.610 1.556 0.535
H 3.142 -1.827 2.346
C 4.554 -0.468 1.489
C 4.738 0.762 0.819
H 3.715 2.558 0.083
H 5.434 -1.112 1.676
H 5.763 1.086 0.507
Si -2.617 1.000 -1.591
Cl 2.347 1.129 -3.087
C -4.270 -0.249 -1.811
C -2.092 0.260 -3.335
C -3.284 2.742 -1.722
H -3.852 -1.220 -1.501
H -4.616 -0.286 -2.857
H -5.116 -0.070 -1.132
H -3.777 3.136 -0.832
H -4.138 2.572 -2.409
H -2.531 3.479 -2.075
H -1.042 -0.010 -3.412
H -2.337 1.105 -3.951
H -2.729 -0.619 -3.423
O 1.033 -3.098 0.095
C 0.897 -2.024 -0.292
```

LUMO energy (spin up / spin down), eV: -0.8 / -1.5
E_HOMO (spin up / spin down), eV: -8.7 / -7.1
HOMO-LUMO gap (spin up / spin down), eV: 7.91 / 5.59

=====

Entry 3:
The following is a quantum chemistry calculation of a molecular structure, C21H36BrNO6S at a distorted geometry, from the Open Molecules 2025 dataset.

```
66
C21H36BrNO6S, DFT ωB97M-V/def2-TZVPD
C 3.017 -0.843 2.051
C 2.905 0.679 1.841
C 1.445 1.133 1.859
C 1.271 2.654 2.019
C 0.001 3.002 2.802
C -1.290 2.734 1.994
C -2.184 1.674 2.596
O -2.061 0.324 2.077
S -2.926 -0.536 3.117
O -3.474 -1.640 2.421
O -2.207 -0.739 4.326
O -4.032 0.601 3.389
C -3.703 1.802 2.650
Br -4.230 3.407 3.578
C -4.417 1.746 1.280
C -5.684 0.917 1.272
C -5.701 -0.321 0.649
C -6.847 -1.102 0.653
C -7.992 -0.635 1.276
C -7.993 0.609 1.886
C -6.846 1.384 1.877
H 3.834 -1.265 1.462
H 2.101 -1.349 1.745
H 3.212 -1.066 3.101
H 3.442 1.194 2.640
H 3.356 0.936 0.880
H 0.944 0.792 0.949
H 0.955 0.628 2.700
H 2.135 3.047 2.561
H 1.212 3.125 1.034
H 0.021 4.051 3.106
H 0.009 2.412 3.722
H -0.984 2.388 1.001
H -1.846 3.658 1.848
H -1.904 1.573 3.652
H -3.737 1.329 0.537
H -4.710 2.755 0.990
H -4.794 -0.676 0.172
H -6.820 -2.075 0.178
H -8.896 -1.231 1.285
H -8.891 0.975 2.370
H -6.849 2.360 2.351
C 5.110 -4.072 -2.666
O 5.528 -3.068 -3.567
C 4.865 -3.071 -4.824
C 3.916 -1.901 -4.964
N 2.764 -2.038 -4.085
C 1.930 -0.848 -3.959
C 2.558 0.440 -3.436
O 2.918 0.410 -2.069
C 4.153 -0.215 -1.775
H 5.839 -4.105 -1.859
H 4.126 -3.863 -2.232
H 5.078 -5.052 -3.150
H 4.343 -4.020 -4.985
H 5.638 -2.979 -5.592
H 3.567 -1.854 -6.000
H 4.494 -0.988 -4.766
H 3.079 -2.315 -3.165
H 1.107 -1.104 -3.288
H 1.486 -0.636 -4.938
H 1.798 1.221 -3.519
H 3.409 0.768 -4.045
H 4.897 -0.049 -2.558
H 4.030 -1.290 -1.613
H 4.524 0.217 -0.846
```

LUMO energy, eV: 0.5
E_HOMO, eV: -8.8
HOMO-LUMO gap, eV: 9.24

=====

Entry 4:
The following is a quantum chemistry calculation of a molecular structure, C21H36CdCl6F2O22S at a distorted geometry, from the Open Molecules 2025 dataset.

```
89
C21H36CdCl6F2O22S, DFT ωB97M-V/def2-TZVPD
Cd -0.709 -0.404 1.200
S 0.131 -0.404 -1.314
O 0.882 -0.344 -0.012
O 0.348 -1.532 -2.185
O -1.200 -0.493 -0.709
O 0.294 0.853 -1.969
C -1.725 3.574 -0.268
O -1.761 3.520 1.182
C -1.002 2.675 1.949
O -0.310 1.702 1.526
O -1.026 2.981 3.278
C -1.523 4.281 3.770
H -1.047 2.748 -0.481
H -1.312 4.550 -0.525
H -2.669 3.419 -0.791
H -1.525 4.232 4.858
H -2.573 4.399 3.501
H -0.946 5.192 3.611
C -4.600 -0.137 0.186
O -4.720 0.271 1.539
C -3.651 0.330 2.336
O -2.480 -0.045 2.026
O -4.054 0.828 3.568
C -3.148 0.907 4.597
H -5.550 -0.020 -0.337
H -4.236 -1.163 0.134
H -3.856 0.449 -0.353
H -3.639 0.291 5.351
H -2.980 1.891 5.035
H -2.223 0.409 4.305
C -0.146 -4.490 -0.332
O -1.453 -4.505 0.290
C -1.826 -3.334 0.968
O -1.059 -2.431 1.294
O -3.133 -3.281 1.253
C -4.071 -4.248 0.917
H -0.022 -3.918 -1.251
H 0.078 -5.505 -0.659
H 0.668 -4.161 0.315
H -5.040 -3.774 0.763
H -4.121 -5.037 1.668
H -3.770 -4.705 -0.026
C 1.226 -1.071 6.257
O 0.407 -0.531 5.295
C 0.775 -0.422 4.053
O -0.049 -0.454 3.103
O 2.127 -0.448 3.883
C 2.655 -0.234 2.571
H 1.881 -0.249 6.545
H 1.670 -2.015 5.942
H 0.663 -1.285 7.166
H 2.233 0.712 2.232
H 2.412 -1.007 1.841
H 3.741 -0.153 2.598
C 2.299 2.757 -0.330
C 3.039 2.269 -1.632
O 4.307 1.962 -1.049
C 4.485 2.719 0.122
O 5.422 2.712 0.924
O 3.286 3.283 0.431
F 3.211 3.121 -2.635
H 1.764 1.935 0.145
H 1.546 3.536 -0.451
H 2.757 1.314 -2.076
C 3.435 -1.277 -2.822
C 4.117 -1.423 -1.483
O 5.302 -2.064 -1.711
C 5.273 -2.684 -2.948
O 6.131 -3.461 -3.381
O 4.053 -2.344 -3.546
F 3.263 -2.056 -0.686
H 3.676 -0.361 -3.362
H 2.354 -1.420 -2.836
H 4.372 -0.495 -0.970
C 0.306 -2.445 -5.567
Cl -0.556 -3.013 -7.007
Cl 1.840 -1.702 -5.919
H -0.213 -1.746 -4.911
H 0.539 -3.386 -5.068
C -2.640 1.347 -3.197
Cl -4.052 0.318 -2.826
Cl -3.130 3.026 -3.506
H -1.969 1.352 -2.337
H -2.161 1.002 -4.113
C 1.072 1.744 -5.248
Cl 2.313 1.804 -6.542
Cl -0.596 1.617 -5.986
H 1.108 0.966 -4.485
H 1.011 2.675 -4.685
```

LUMO energy, eV: -0.1
E_HOMO, eV: -8.8
HOMO-LUMO gap, eV: 8.72

=====

Repeat the first record exactly.
The following is a quantum chemistry calculation of a molecular structure, C21H36BeBrN6OS2 at a distorted geometry, from the Open Molecules 2025 dataset.

```
68
C21H36BeBrN6OS2, DFT ωB97M-V/def2-TZVPD
Be 0.260 -0.255 -0.328
C 4.625 -0.734 -1.016
N 4.095 0.473 -0.456
C 4.740 1.761 -0.653
C 3.862 2.721 0.172
N 2.936 1.816 0.823
C 3.061 0.565 0.372
S 2.099 -0.728 0.851
H 4.546 -0.713 -2.103
H 4.047 -1.571 -0.628
H 5.673 -0.855 -0.736
H 4.756 2.020 -1.716
H 5.771 1.709 -0.290
H 3.319 3.427 -0.462
H 4.437 3.283 0.914
H 2.148 2.144 1.353
C -0.125 -3.752 0.019
N -1.206 -3.276 0.853
C -2.009 -4.298 1.501
C -3.375 -3.739 1.861
C -3.165 -2.469 2.665
N -2.330 -1.552 1.918
C -2.438 -0.161 2.289
C -1.429 -1.967 1.012
O -0.823 -1.123 0.298
H -0.497 -4.062 -0.959
H 0.352 -4.599 0.509
H 0.614 -2.967 -0.111
H -1.491 -4.669 2.393
H -2.118 -5.125 0.795
H -3.946 -4.462 2.439
H -3.928 -3.512 0.949
H -2.710 -2.703 3.634
H -4.117 -1.967 2.846
H -3.419 0.228 2.013
H -1.669 0.413 1.782
H -2.297 -0.063 3.368
Br 3.294 -0.487 -6.079
C 2.254 -0.383 -4.469
C 1.656 -1.523 -3.966
C 0.960 -1.456 -2.771
C 0.806 -0.274 -2.035
C 1.410 0.851 -2.616
C 2.128 0.820 -3.799
H 1.756 -2.461 -4.489
H 0.537 -2.373 -2.389
H 1.323 1.807 -2.113
H 2.593 1.717 -4.182
C -2.810 3.245 -3.484
C -3.018 1.951 -2.699
N -1.937 1.705 -1.760
C -1.726 2.204 -0.549
S -0.249 1.864 0.241
N -2.549 2.972 0.168
C -3.872 3.528 -0.058
C -4.970 2.597 0.450
H -3.662 3.430 -4.132
H -1.917 3.170 -4.099
H -2.687 4.094 -2.818
H -3.033 1.109 -3.394
H -3.969 1.972 -2.165
H -1.148 1.179 -2.126
H -2.175 3.153 1.092
H -4.021 3.763 -1.110
H -3.909 4.467 0.501
H -4.928 1.632 -0.054
H -5.945 3.040 0.270
H -4.861 2.439 1.520
```

LUMO energy, eV: -1.8
Total charge: +1
E_HOMO, eV: -10.5
HOMO-LUMO gap, eV: 8.69